This record from the Open Molecules 2025 dataset describes 9 unconnected molecules or ions with the total composition C52H108BN4O16 in a non-equilibrium geometry. The level of theory is ωB97M-V/def2-TZVPD.

Last column: Löwdin charge in e.
Atoms and positions in Å:
1 O 3.879 0.898 -4.000  0.15
2 C 2.801 0.710 -3.516  -0.38
3 O 2.537 0.499 -2.235  0.24
4 B 1.098 0.179 -2.082  -0.86
5 O 0.556 0.272 -3.463  0.24
6 C 1.510 0.486 -4.315  -0.41
7 O 1.427 0.622 -5.506  0.16
8 O 0.456 1.212 -1.261  0.26
9 C -0.298 0.671 -0.332  -0.32
10 O -0.957 1.304 0.453  0.12
11 C -0.052 -0.881 -0.441  -0.31
12 O 0.766 -1.091 -1.441  0.13
13 O -0.436 -1.697 0.347  0.15
14 C -0.711 -1.334 3.681  -0.05
15 C -0.866 -2.856 3.674  -0.45
16 C -2.198 -3.329 3.073  -0.05
17 O 0.169 -3.325 2.826  -0.06
18 H -1.035 -0.932 2.716  0.07
19 H 0.273 -0.944 3.942  0.06
20 H -1.392 -0.842 4.388  0.06
21 H -0.838 -3.241 4.694  0.13
22 H -3.077 -3.008 3.636  0.07
23 H -2.232 -4.419 3.155  0.08
24 H -2.220 -3.071 2.017  0.06
25 H 0.132 -2.769 2.030  0.04
26 C -0.333 6.136 1.400  -0.07
27 C -0.705 4.886 0.637  -0.50
28 C -1.021 5.127 -0.835  -0.04
29 O 0.347 3.933 0.733  -0.06
30 H 0.358 6.820 0.896  0.07
31 H 0.244 5.887 2.296  0.07
32 H -1.199 6.698 1.750  0.08
33 H -1.551 4.507 1.225  0.12
34 H -1.994 5.550 -1.085  0.08
35 H -0.873 4.197 -1.384  0.07
36 H -0.258 5.837 -1.168  0.08
37 H 0.007 3.046 0.556  0.04
38 C 4.155 3.912 -6.769  -0.06
39 C 5.308 2.901 -6.646  -0.48
40 C 6.048 3.073 -5.334  -0.06
41 O 4.698 1.612 -6.757  -0.06
42 H 3.755 3.931 -7.787  0.07
43 H 4.505 4.945 -6.678  0.07
44 H 3.361 3.593 -6.097  0.08
45 H 5.996 3.030 -7.482  0.13
46 H 6.392 4.106 -5.253  0.07
47 H 6.928 2.429 -5.406  0.08
48 H 5.484 2.803 -4.443  0.07
49 H 4.478 1.317 -5.862  0.04
50 C 0.643 -1.762 -8.278  -0.07
51 C 1.261 -0.588 -9.029  -0.47
52 C 0.282 0.581 -9.150  -0.05
53 O 2.383 -0.173 -8.264  -0.06
54 H -0.157 -2.327 -8.775  0.07
55 H 0.096 -1.393 -7.402  0.08
56 H 1.351 -2.525 -7.960  0.06
57 H 1.636 -0.954 -9.987  0.13
58 H 0.352 1.273 -8.312  0.08
59 H -0.742 0.200 -9.177  0.07
60 H 0.474 1.159 -10.055  0.07
61 H 2.074 0.236 -7.448  0.04
62 C -4.761 2.563 5.433  -0.03
63 C -3.699 1.463 5.189  -0.49
64 C -3.243 1.577 3.711  -0.13
65 C -2.180 2.658 3.491  -0.16
66 C -1.084 2.493 4.528  -0.12
67 C -1.497 2.399 6.027  -0.51
68 N -2.641 1.495 6.177  -0.11
69 O -3.098 1.326 7.505  0.00
70 C -0.299 1.854 6.776  -0.04
71 C -1.772 3.820 6.514  -0.04
72 C -4.419 0.093 5.296  -0.03
73 H -4.366 3.561 5.616  0.06
74 H -5.375 2.251 6.281  0.08
75 H -5.466 2.729 4.613  0.08
76 H -2.801 0.659 3.321  0.09
77 H -4.102 1.854 3.102  0.11
78 H -2.638 3.650 3.586  0.11
79 H -1.641 2.633 2.545  0.09
80 H -0.380 3.324 4.463  0.12
81 H -0.594 1.540 4.299  0.11
82 H 0.637 2.270 6.407  0.07
83 H -0.316 2.049 7.854  0.08
84 H -0.274 0.761 6.746  0.08
85 H -2.134 3.770 7.546  0.08
86 H -0.908 4.489 6.520  0.09
87 H -2.529 4.379 5.961  0.06
88 H -5.257 0.050 4.600  0.08
89 H -4.891 -0.115 6.261  0.07
90 H -3.665 -0.690 5.201  0.07
91 H -2.788 0.429 7.671  0.10
92 C -0.227 -4.735 -0.902  -0.03
93 C 1.081 -4.190 -1.427  -0.45
94 C 2.103 -5.371 -1.398  -0.14
95 C 3.335 -5.211 -2.295  -0.18
96 C 2.863 -5.022 -3.729  -0.14
97 C 1.950 -3.784 -3.864  -0.50
98 N 0.902 -3.884 -2.858  -0.07
99 O -0.116 -2.904 -3.083  0.00
100 C 2.833 -2.507 -3.719  0.02
101 C 1.388 -3.824 -5.282  -0.03
102 C 1.628 -3.060 -0.548  -0.05
103 H -0.715 -5.482 -1.532  0.09
104 H -0.966 -3.967 -0.666  0.07
105 H -0.126 -5.318 0.021  0.09
106 H 2.449 -5.360 -0.359  0.12
107 H 1.641 -6.343 -1.582  0.11
108 H 3.957 -6.103 -2.204  0.11
109 H 3.899 -4.378 -1.866  0.10
110 H 2.216 -5.865 -3.980  0.12
111 H 3.774 -4.914 -4.318  0.12
112 H 3.663 -2.661 -4.416  0.10
113 H 2.246 -1.670 -4.101  0.07
114 H 3.324 -2.366 -2.761  0.08
115 H 0.807 -2.898 -5.336  0.07
116 H 2.093 -3.745 -6.107  0.08
117 H 0.718 -4.664 -5.462  0.09
118 H 1.643 -3.196 0.533  0.07
119 H 1.033 -2.153 -0.690  -0.01
120 H 2.646 -2.813 -0.854  0.08
121 H 0.294 -2.102 -2.715  0.05
122 C 4.979 0.032 5.461  -0.03
123 C 3.511 -0.178 5.017  -0.49
124 C 2.791 1.142 4.700  -0.13
125 C 2.812 1.708 3.281  -0.15
126 C 2.664 0.605 2.253  -0.14
127 C 3.585 -0.585 2.458  -0.49
128 N 3.426 -1.038 3.827  -0.10
129 O 3.870 -2.365 4.005  -0.01
130 C 3.119 -1.701 1.505  -0.04
131 C 5.000 -0.207 1.963  -0.02
132 C 2.798 -0.880 6.177  -0.04
133 H 5.560 0.667 4.786  0.07
134 H 5.504 -0.921 5.347  0.08
135 H 5.068 0.392 6.484  0.08
136 H 1.750 1.031 5.020  0.07
137 H 3.147 1.943 5.357  0.12
138 H 3.820 2.133 3.183  0.11
139 H 2.143 2.536 3.052  0.11
140 H 2.803 1.030 1.254  0.12
141 H 1.644 0.201 2.220  0.11
142 H 3.840 -2.515 1.447  0.10
143 H 2.134 -2.079 1.788  0.06
144 H 2.972 -1.402 0.462  0.08
145 H 5.543 0.494 2.601  0.06
146 H 5.636 -1.086 1.829  0.08
147 H 4.970 0.255 0.974  0.09
148 H 3.207 -1.876 6.360  0.08
149 H 1.765 -1.083 5.884  0.07
150 H 2.890 -0.325 7.109  0.09
151 H 3.047 -2.870 3.985  0.10
152 C -3.032 1.366 -2.612  -0.02
153 C -4.336 0.758 -2.092  -0.50
154 C -4.626 -0.491 -2.941  -0.13
155 C -5.715 -1.371 -2.337  -0.17
156 C -5.217 -1.840 -0.984  -0.14
157 C -4.973 -0.680 0.010  -0.49
158 N -4.155 0.319 -0.691  -0.10
159 O -3.753 1.360 0.174  -0.02
160 C -6.299 -0.072 0.518  -0.02
161 C -4.198 -1.295 1.206  -0.03
162 C -5.423 1.839 -2.261  -0.03
163 H -2.732 2.115 -1.871  0.08
164 H -3.097 1.841 -3.588  0.09
165 H -2.220 0.635 -2.601  0.08
166 H -5.007 -0.052 -3.873  0.12
167 H -3.707 -0.990 -3.246  0.12
168 H -6.016 -2.222 -2.950  0.11
169 H -6.618 -0.758 -2.259  0.10
170 H -4.219 -2.275 -1.085  0.12
171 H -5.912 -2.592 -0.605  0.12
172 H -7.039 -0.794 0.871  0.08
173 H -6.144 0.668 1.303  0.07
174 H -6.792 0.427 -0.319  0.06
175 H -4.288 -0.673 2.098  0.06
176 H -4.643 -2.274 1.378  0.09
177 H -3.124 -1.377 1.039  0.06
178 H -5.423 2.239 -3.275  0.08
179 H -5.223 2.616 -1.520  0.08
180 H -6.446 1.515 -2.057  0.06
181 H -2.851 1.042 0.329  0.05

LUMO level	1.73	eV
ΔE to the lowest compared entry with this formula, charge and spin	0.0	kcal/mol
HOMO-LUMO gap	7.70	eV
total energy	-95073.231	eV
net charge	-1